1.
{
  "formula": "C26H54Br4N2O14S5",
  "method": "ωB97M-V/def2-TZVPD",
  "elements": ["C", "N", "O", "O", "H", "H", "H", "C", "N", "O", "O", "H", "H", "H", "O", "S", "O", "C", "C", "C", "C", "H", "H", "H", "H", "H", "H", "H", "H", "O", "S", "O", "C", "C", "C", "C", "H", "H", "H", "H", "H", "H", "H", "H", "O", "S", "O", "C", "C", "C", "C", "H", "H", "H", "H", "H", "H", "H", "H", "O", "S", "O", "C", "C", "C", "C", "H", "H", "H", "H", "H", "H", "H", "H", "O", "S", "O", "C", "C", "C", "C", "H", "H", "H", "H", "H", "H", "H", "H", "Br", "C", "C", "Br", "H", "H", "H", "H", "Br", "C", "C", "Br", "H", "H", "H", "H"],
  "xyz": [[14.91284, 6.46690, 18.83479], [14.51743, 7.17158, 17.59147], [13.52933, 7.87873, 17.61846], [15.14035, 6.85957, 16.60050], [14.86200, 7.28361, 19.59125], [15.87436, 6.06860, 18.68167], [14.20092, 5.68966, 19.00560], [13.73663, 10.65855, 16.09016], [13.08937, 10.76269, 17.42834], [11.89425, 10.50874, 17.58574], [13.83668, 11.06318, 18.38294], [14.80768, 10.57936, 16.18832], [13.43687, 11.56057, 15.52679], [13.34508, 9.81606, 15.56970], [11.11622, 13.86417, 22.70372], [11.43492, 12.46058, 22.41707], [12.40032, 11.76226, 23.22370], [9.87858, 11.64993, 22.18191], [9.62744, 11.69164, 20.66169], [10.61927, 12.59615, 19.93976], [11.94480, 12.45482, 20.70517], [9.18730, 12.27176, 22.72143], [9.82467, 10.57188, 22.50496], [9.69338, 10.70614, 20.27527], [8.60740, 12.04774, 20.47904], [10.44755, 13.69617, 19.97652], [10.65525, 12.19947, 18.92899], [12.61659, 13.30760, 20.63302], [12.52114, 11.52793, 20.45974], [12.60385, 13.47253, 11.99785], [13.51822, 12.38662, 11.68272], [13.83174, 11.42968, 12.73106], [12.86830, 11.58239, 10.21943], [14.08996, 11.50744, 9.32604], [14.80603, 12.86634, 9.44112], [15.03937, 13.06718, 10.96778], [12.10290, 12.28536, 9.96755], [12.44126, 10.65846, 10.56169], [14.77877, 10.79188, 9.71917], [13.83125, 11.26553, 8.31442], [14.21295, 13.68717, 9.11109], [15.74596, 12.81922, 8.93216], [15.14820, 14.07607, 11.30784], [15.86427, 12.49074, 11.33996], [8.18548, 11.05115, 13.93123], [9.47745, 11.50950, 13.48910], [9.96806, 10.84884, 12.30719], [9.46662, 13.30384, 13.31466], [9.87483, 13.81409, 14.68447], [11.04771, 12.91844, 15.09989], [10.72303, 11.43679, 14.79516], [8.41995, 13.43129, 13.12694], [10.14287, 13.55582, 12.48026], [10.16392, 14.81384, 14.75780], [9.07405, 13.58696, 15.40179], [11.36950, 13.08532, 16.14813], [11.82589, 13.16008, 14.39405], [10.35040, 10.85823, 15.65518], [11.63312, 10.91708, 14.46583], [14.00885, 8.56314, 10.72797], [14.49427, 7.68089, 11.75793], [14.10844, 6.29621, 11.78083], [16.28211, 7.75250, 11.65057], [16.70654, 7.74162, 13.07698], [15.76237, 8.73379, 13.77449], [14.28749, 8.29439, 13.44762], [16.49867, 8.72026, 11.18997], [16.69522, 6.97077, 11.01579], [16.71733, 6.74946, 13.51548], [17.72168, 8.17265, 13.18560], [16.04747, 9.75544, 13.53460], [15.87738, 8.55409, 14.85667], [13.59486, 9.11220, 13.49418], [14.09894, 7.45653, 14.09114], [16.51589, 8.87733, 19.18323], [16.91538, 10.14673, 18.60787], [16.60570, 10.43089, 17.20552], [16.27939, 11.44812, 19.74752], [17.40295, 12.50652, 19.53992], [18.74772, 11.79505, 19.57138], [18.67330, 10.48777, 18.78790], [16.22320, 11.02239, 20.74254], [15.30464, 11.80035, 19.45870], [17.23887, 12.89463, 18.54447], [17.28860, 13.31674, 20.22990], [19.03533, 11.47494, 20.57039], [19.56720, 12.49632, 19.31466], [18.98939, 9.59042, 19.32912], [19.04619, 10.51783, 17.76757], [20.20761, 14.56394, 13.99572], [18.71811, 13.29785, 14.00940], [17.61075, 13.98796, 14.70274], [16.02083, 12.95320, 14.51954], [19.05310, 12.43629, 14.58884], [18.48146, 13.14318, 12.97185], [17.30846, 14.94606, 14.27097], [17.74992, 14.07488, 15.80182], [8.08187, 6.81189, 18.32086], [7.53438, 8.64243, 17.76287], [8.73272, 9.54121, 17.66635], [8.12790, 11.35191, 17.56450], [6.81187, 8.95670, 18.47820], [7.04223, 8.47768, 16.84902], [9.20781, 9.29082, 16.73467], [9.32647, 9.43031, 18.55136]],
  "forces_ev_per_angstrom": [[-0.7410, 2.1549, 0.8675], [-0.5048, -1.1978, -0.0960], [0.3936, 0.2283, -0.0626], [0.1236, 0.5177, -0.5855], [0.1919, -1.1000, -0.2508], [1.1206, -0.2681, -0.0287], [-0.6125, -0.3553, 0.1175], [-0.5434, 1.0220, -0.3482], [0.1887, -0.4771, 2.0040], [1.5161, 0.4449, -0.6823], [-1.5197, -0.3604, -1.7924], [0.0751, 0.1557, 0.3590], [0.2661, -0.2950, 0.3362], [-0.4836, -0.6870, -0.0449], [0.1488, -1.2894, 0.0439], [0.7478, 1.4991, -0.3889], [-0.2690, -0.1583, 0.2868], [-0.3578, -1.5352, -0.2807], [-1.0875, 1.5151, 0.7620], [1.0398, 0.5462, 0.3688], [0.4700, -1.0344, -0.3943], [-0.3775, 0.0363, 0.3326], [0.3968, 1.3134, 0.1513], [0.1939, -0.8991, -0.4038], [0.1607, -0.2200, -0.0097], [-0.7369, -0.8962, -0.2388], [0.3936, 0.5324, -0.2032], [-0.0100, 0.0445, -0.1793], [-0.6160, 0.6205, 0.3346], [0.3802, -0.0518, 0.1863], [-0.4356, 0.1864, 0.6020], [0.0338, 0.1908, -0.1188], [0.9417, 0.1065, 0.9956], [-0.3649, 1.1393, -0.0062], [0.1020, -0.6227, 1.4671], [-0.7449, -0.6677, -0.7751], [-0.4870, 0.2447, -0.8216], [-0.1305, -0.5548, -0.0606], [0.2440, -0.9123, 0.1135], [-0.0578, -0.2101, -0.5409], [-0.4651, 0.5681, -0.6507], [0.5287, 0.2595, -0.4228], [-0.1038, 0.6186, 0.0795], [0.3538, -0.4558, 0.1646], [-0.0835, 0.3996, 0.7135], [0.5524, -0.8228, -0.3127], [0.5315, 0.2882, -0.3925], [0.1145, -0.4919, -0.0307], [-0.4638, -2.5483, 0.7652], [0.1896, -0.3927, 0.1138], [0.0934, -0.0382, 0.7710], [-0.5111, 0.6824, -0.5659], [-0.3630, 0.0330, 0.4255], [0.2087, 1.6891, -0.1851], [-0.1401, 0.4463, -0.2301], [-0.1440, -0.1249, -0.6144], [0.7979, 0.2863, 0.1059], [-0.1720, 0.4752, -0.3820], [-0.5790, 0.1323, -0.4365], [-0.5871, 0.3112, 0.0921], [0.1342, -0.6482, -0.3198], [-0.3013, -0.2820, -0.1805], [0.0096, 0.3043, -0.4290], [1.2028, 1.2235, 0.5268], [-0.4939, -1.2872, 1.4938], [2.3499, 0.8331, -0.8101], [0.0150, -0.0495, 0.0487], [-0.3844, -0.1621, 0.0287], [-0.2556, -0.1167, 0.1113], [-0.2941, -0.5017, -0.0963], [-0.4051, 0.1016, -0.1605], [0.0399, 0.5803, -0.2716], [-0.4664, 0.1650, -0.1285], [-0.5862, -0.3808, 0.0792], [0.5023, -0.0088, -0.4367], [-1.6131, 0.6138, -0.1455], [0.2086, -0.1817, 1.0326], [1.6677, 0.3605, -0.8629], [-1.0084, -1.0384, -0.0346], [1.0913, 0.2775, 0.8656], [-0.6382, -0.4164, -0.1101], [0.2658, -0.1639, 0.1452], [0.0212, -0.0700, -0.2535], [0.0092, 0.3436, -0.3759], [0.2373, 0.4379, 0.4954], [-0.3767, 0.2944, 0.4444], [-0.4124, -0.6026, -0.4598], [0.5586, 0.3933, -0.1183], [0.1438, -0.0657, 0.0656], [0.3020, -0.0440, -0.0166], [0.7616, 0.5935, 0.4077], [-0.8761, 0.8111, 1.2920], [-0.8970, -0.7671, -0.1776], [-0.1085, -0.0878, -0.5667], [0.0410, -0.5346, -0.2152], [0.5973, -0.1046, 0.1544], [0.2263, 0.1722, -0.8764], [-0.0298, 0.5626, -0.1168], [0.3861, -0.8659, 0.8404], [-0.8288, -0.7654, -0.2079], [-0.1822, 0.5954, -0.1671], [-0.3709, 0.2294, 0.6895], [-0.4718, 0.0115, -1.2413], [0.7841, 0.1517, -0.0447], [0.6386, 0.0682, 0.0791]],
  "energy_ev": -393821.64432,
  "largest_force_ev_per_a": 2.70,
  "smiles": "C[N+](=O)[O-].C[N+](=O)[O-].O=S1(=O)CCCC1.O=S1(=O)CCCC1.O=S1(=O)CCCC1.O=S1(=O)CCCC1.O=S1(=O)CCCC1.BrCCBr.BrCCBr",
  "gap_ha": 0.3618
}

---

2.
{
  "formula": "C2H16O5",
  "method": "ωB97M-V/def2-TZVPD",
  "elements": ["C", "C", "H", "H", "H", "H", "H", "H", "O", "H", "H", "O", "H", "H", "O", "H", "H", "O", "H", "H", "O", "H", "H"],
  "xyz": [[-1.00634, -4.31466, 1.04268], [0.08608, -3.31939, 1.06249], [-0.90563, -5.19155, 0.38329], [-1.90271, -4.18118, 0.56535], [-1.03941, -4.64531, 2.04370], [1.07229, -3.59965, 1.14300], [-0.00066, -2.61201, 0.07849], [-0.08474, -2.68688, 1.92099], [-5.05381, 3.74336, 1.01553], [-5.22231, 4.53834, 1.55503], [-4.54731, 3.15267, 1.75356], [-0.52870, 5.44799, 0.94533], [-1.03807, 4.64150, 1.06130], [0.12206, 5.28579, 0.30838], [6.21225, -1.35150, -3.58877], [6.29464, -1.93521, -2.86105], [5.79472, -0.55554, -3.13668], [0.17428, 2.06011, 0.42211], [-0.33775, 1.70835, 1.11499], [0.74114, 2.71251, 0.77995], [0.26476, -0.09695, -2.62741], [0.64319, 0.42261, -1.83975], [0.26203, 0.77661, -3.14251]],
  "forces_ev_per_angstrom": [[1.9724, -2.6794, -0.4305], [-2.2369, 3.9871, -3.3149], [1.5847, -0.3999, 0.4321], [-2.7484, 2.2686, -0.1415], [-1.0370, -0.9153, 1.0274], [2.0836, -1.3863, -0.0458], [0.4556, -1.4481, 2.3179], [-0.0726, 0.5866, 0.1501], [1.9039, -1.6759, 3.3524], [-0.0554, -0.2547, -0.5050], [-1.8456, 1.9299, -2.8362], [-1.4312, 0.5329, 1.7240], [0.0623, -0.0433, -0.2566], [1.3438, -0.5017, -1.5359], [-1.0310, 2.5662, 0.1130], [0.2648, -1.2181, 1.0127], [0.7663, -1.3520, -1.1298], [0.0656, -0.3044, -2.1502], [-0.8644, -0.6413, 1.3724], [0.8592, 0.9184, 0.7523], [1.1755, 4.0610, 0.8166], [-0.7366, -1.9157, -0.6684], [-0.4787, -2.1147, -0.0562]],
  "energy_ev": -12568.93834,
  "largest_force_ev_per_a": 5.65,
  "smiles": "CC.O.O.O.O.O",
  "gap_ha": 0.4131,
  "de_lowest_kcal_mol": 56.9
}

---

3.
{
  "formula": "C4H15NO2",
  "method": "ωB97M-V/def2-TZVPD",
  "elements": ["C", "C", "N", "C", "C", "H", "H", "H", "H", "H", "H", "H", "H", "H", "H", "H", "O", "H", "H", "O", "H", "H"],
  "xyz": [[0.30004, 0.47918, -1.83387], [0.98769, 0.72682, -0.51552], [0.72215, -0.31258, 0.45108], [1.44344, -0.01495, 1.68705], [-0.66328, -0.50207, 0.74508], [0.28313, -0.59988, -2.00683], [-0.69924, 0.90558, -1.89859], [0.83546, 0.97327, -2.65010], [0.71223, 1.72509, -0.14934], [2.06528, 0.84961, -0.60637], [0.96539, 0.79270, 2.24842], [2.45745, 0.30766, 1.44252], [1.46143, -0.87714, 2.34655], [-1.17641, 0.32132, 1.25408], [-1.23268, -0.70433, -0.17280], [-0.76707, -1.43916, 1.30827], [-3.81585, 2.37331, -0.89229], [-3.32828, 2.92267, -0.26668], [-3.78601, 1.49360, -0.47751], [1.30041, -3.12218, 0.32956], [1.06998, -3.90126, -0.19149], [0.86473, -2.39725, -0.15122]],
  "forces_ev_per_angstrom": [[0.2872, 0.1339, -0.6105], [-0.0429, 0.8832, 0.0477], [0.6494, 0.4226, 0.5066], [0.0607, -0.0917, -0.1600], [-1.0310, -1.1417, -0.5850], [-0.1280, 0.1210, -0.2920], [-0.1992, -0.2732, 0.2767], [0.1404, -0.2285, 0.0717], [-0.4352, 0.1590, 0.2808], [0.1799, -0.5288, -0.3121], [-0.1153, 0.2917, 0.0082], [-0.0127, -0.2334, 0.1230], [0.1202, -0.2292, -0.0738], [0.1828, 0.2165, 0.2543], [0.1757, 0.2006, 0.0468], [-0.0360, 0.3940, 0.2941], [0.1885, -0.4788, 0.4548], [-0.0713, 0.0575, -0.1393], [-0.0937, 0.4073, -0.3117], [-0.3893, -0.2301, -0.5213], [0.1411, -0.0524, 0.2050], [0.4286, 0.2005, 0.4361]],
  "energy_ev": -9975.83625,
  "largest_force_ev_per_a": 1.65,
  "smiles": "CCN(C)C.O.O",
  "gap_ha": 0.3521,
  "de_lowest_kcal_mol": 28.8
}

---

4.
{
  "formula": "C10H20F6O8V",
  "method": "ωB97M-V/def2-TZVPD",
  "elements": ["O", "V", "C", "O", "O", "C", "F", "F", "F", "C", "C", "H", "H", "H", "H", "H", "H", "C", "O", "O", "C", "F", "F", "F", "C", "C", "H", "H", "H", "H", "H", "H", "O", "H", "H", "C", "C", "O", "O", "H", "H", "H", "H", "H", "H"],
  "xyz": [[2.58007, -2.08950, 0.18105], [1.13927, -1.55433, -0.41017], [0.25096, -0.09750, 2.71061], [-1.14175, 0.06332, 2.64712], [0.64813, -0.24870, 1.41020], [0.76218, 0.97162, 3.82149], [0.02203, 0.99467, 4.97905], [1.93635, 0.67419, 4.29033], [0.69684, 2.27362, 3.49867], [-1.98847, -0.62119, 3.68731], [-3.38265, -0.66126, 2.99781], [-3.59205, 0.37956, 2.75091], [-3.36988, -1.12420, 2.01108], [-4.25068, -1.04550, 3.53351], [-1.99153, -0.15954, 4.67471], [-1.80571, -1.67456, 3.89972], [0.34506, -1.04838, 3.23507], [1.62932, 1.29775, -2.62094], [1.35363, 2.46949, -1.88828], [1.67726, 0.27639, -1.65549], [0.64652, 1.03218, -3.90235], [0.82398, -0.17224, -4.44387], [-0.63668, 1.25427, -3.54040], [0.89771, 1.79028, -4.98071], [1.94022, 3.73782, -2.45221], [1.22012, 5.00068, -1.83555], [1.70836, 5.96618, -1.96801], [0.21252, 5.23265, -2.18056], [1.11698, 4.81458, -0.76651], [1.81057, 4.00966, -3.49977], [2.99021, 3.77865, -2.16248], [2.60961, 1.57561, -3.00814], [1.59414, -2.74749, -2.29844], [1.45295, -2.27174, -3.11693], [2.22474, -3.43136, -2.52407], [-1.13890, -3.20223, 0.74229], [-1.73663, -2.61946, -0.57707], [-1.06140, -1.52884, -1.10970], [0.27147, -3.50273, 0.52783], [-1.68090, -3.99691, 1.25493], [-1.18484, -2.41522, 1.49502], [-2.79372, -2.35492, -0.55088], [-1.58480, -3.42295, -1.29780], [-1.56388, -1.17294, -1.84620], [0.34327, -4.42946, 0.28780]],
  "forces_ev_per_angstrom": [[-0.8486, -0.2959, -0.7548], [2.7693, 2.6226, 1.5865], [-0.0774, -1.8874, -1.8429], [-3.2841, -0.5897, 2.3428], [0.4770, 1.1775, 1.7556], [-1.3850, 0.5433, -0.6915], [-1.1296, -1.0640, 0.0179], [2.3589, -0.3111, -0.2546], [0.6453, 0.1853, -1.0979], [-0.7717, 0.0855, -2.0077], [0.2909, 1.5025, -0.1414], [-0.3195, 0.1587, 0.0633], [0.4327, -0.4007, 0.1290], [0.3302, -0.1667, 0.4572], [-0.0339, 0.5525, -0.3119], [1.2594, -0.2237, -0.3827], [0.8310, -0.4077, 0.7727], [0.7152, -2.1002, 2.4924], [-0.8129, 3.2732, -1.5123], [-0.9639, 0.6967, -2.8072], [1.1509, 1.0278, 1.8274], [-0.5912, -1.6242, 0.7152], [0.0602, -0.6677, -0.4657], [0.0280, 1.5831, -0.0959], [-1.6030, 0.8011, 1.2342], [-0.1135, -0.9725, 1.0617], [0.7682, -0.2938, -0.1227], [-0.1470, -0.7487, -0.3934], [0.0476, 0.2021, 0.1573], [0.1976, -1.4203, -0.5500], [0.0699, -0.1762, -0.1474], [0.5666, -0.8983, -0.9820], [-0.6409, -0.3959, -0.4601], [-0.0728, 0.5810, -0.1924], [0.3834, -0.1133, 0.4165], [0.5102, 1.9742, -0.0207], [-0.5980, -2.2299, -0.0101], [1.1393, 0.8451, 0.5861], [-1.7964, 0.0192, 0.4106], [-0.1870, -0.4678, -0.8692], [0.4895, 0.3541, -0.0503], [-0.1936, -0.3906, 0.6078], [-0.4634, -0.4616, -0.2465], [0.2547, 0.2118, -0.0334], [0.2572, -0.0893, -0.1894]],
  "energy_ev": -69065.15898,
  "multiplicity": 3,
  "largest_force_ev_per_a": 4.13,
  "gap_ha": [0.1816, 0.2500],
  "charge": -1,
  "de_lowest_kcal_mol": 3.2
}

---

5.
{
  "formula": "C5H13NO",
  "method": "ωB97M-V/def2-TZVPD",
  "elements": ["C", "C", "C", "N", "H", "H", "H", "H", "H", "H", "H", "C", "C", "O", "H", "H", "H", "H", "H", "H"],
  "xyz": [[-2.68624, -0.54288, -0.49364], [-1.76262, -1.69611, -0.17454], [-0.45547, -1.73865, -0.54134], [0.42590, -2.81338, -0.28243], [-2.18248, 0.22062, -1.08653], [-3.59594, -0.88713, -1.05802], [-3.06336, -0.05432, 0.43493], [-2.15811, -2.55612, 0.39233], [-0.01427, -0.85516, -1.06894], [1.06824, -2.95145, -1.06559], [-0.08274, -3.67134, -0.09225], [2.09383, 1.82002, -0.33055], [1.38470, 2.30631, 0.92013], [1.06877, 1.14093, 1.70575], [1.45627, 1.13463, -0.90109], [2.35427, 2.63877, -0.99564], [3.02803, 1.25474, -0.02536], [0.47690, 2.84056, 0.67050], [2.04927, 2.97711, 1.52350], [0.59504, 1.43284, 2.46878]],
  "forces_ev_per_angstrom": [[-0.7393, -0.3141, 0.4463], [1.2534, -0.1427, -0.3156], [-1.2345, 0.5496, -0.0405], [-0.0354, 0.3633, -0.5665], [0.0226, -0.0447, -0.0246], [0.8263, 0.2840, 0.4374], [0.2175, -0.2775, -0.5592], [0.0465, 0.4373, -0.3465], [-0.2949, -0.9706, 0.5025], [-0.2549, -0.0398, 0.5087], [0.1897, 0.1431, -0.0278], [0.7755, -0.7717, 0.4501], [0.7478, -0.3737, 0.5962], [0.5013, 0.1766, -1.0133], [0.0643, 0.0765, 0.2234], [0.1478, 0.1481, 0.0576], [-1.0191, 0.6803, -0.4591], [-0.2857, 0.2408, -0.1010], [-0.4475, -0.3475, -0.5547], [-0.4813, 0.1826, 0.7866]],
  "energy_ev": -8932.37833,
  "largest_force_ev_per_a": 1.35,
  "smiles": "C/C=C/N.CCO",
  "gap_ha": 0.3264,
  "de_lowest_kcal_mol": 37.6
}

---

> What is the formula in the third record?

C4H15NO2